Density functional theory data (ωB97M-V with the def2-TZVPD basis set) for C24H34N4O2S2 in the gas phase.

The structure (SMILES) is CCOC(=O)c1ccc(NC(=S)N(CCCN2CCN(CC)CC2)Cc2cccs2)cc1. As for the HOMO energy: -8.04 eV. As for the LUMO energy: 0.425 eV. The orbital gap comes out at 8.467 eV. The relative energy (zero: lowest compared OMol25 entry of this formula, charge and spin) is 0.0 kJ/mol.

Atoms and positions in Å:
H 2.3584 -0.1684 0.2486
H 0.1295 4.0386 -0.9838
H 0.0269 -4.0099 -2.5865
N -0.9474 -2.3236 -1.9698
H -1.4735 -3.9267 0.0208
O 1.7822 5.5252 0.1932
H -2.4670 -2.5317 2.1328
H -1.0721 3.1272 3.3598
C 1.7613 3.1518 0.0602
H -2.2655 -3.9212 -2.1701
H -0.8318 1.8999 -1.7207
N 0.2247 -0.5574 -1.1053
H -0.8655 0.9602 4.5481
H -2.4606 1.1513 3.8084
C -2.0232 -1.9151 1.3331
H 0.1841 2.1426 2.6120
N -0.6530 -2.3129 1.0566
H -1.3949 2.2969 1.8393
H -1.6752 0.1643 0.9274
C 0.6049 -3.7208 -0.5242
C -2.2527 -1.9899 -4.9694
H -0.3443 -4.3949 1.2940
C 2.2818 4.4656 0.4884
H 1.4661 -3.1873 -0.1160
O 3.3897 4.3555 1.2431
C 3.2657 6.0608 2.9805
C -1.5676 -3.6665 -6.3965
H 3.2946 5.2926 3.7499
H 0.9084 -4.7615 -0.6450
H 3.8918 6.3288 0.9316
C -2.0156 -2.9785 -4.0666
H 1.0846 -2.6284 -2.3505
C 0.0654 1.9074 -1.1265
H 1.1703 -2.4406 2.0631
S -2.2279 -0.0292 -2.0238
H 3.7634 6.9533 3.3489
H 3.2979 1.9769 0.9850
C -1.9977 -2.3843 -6.3022
H 2.2287 6.3007 2.7591
C 1.8581 0.7559 -0.0104
N -1.2647 -0.2891 2.9655
C 0.1370 -2.1443 2.2645
C 0.2313 -3.1672 -1.9231
H 5.0111 5.3336 1.9143
H -3.0815 -0.1564 1.9693
C 3.9628 5.5708 1.7189
C 0.6751 0.7068 -0.7624
H -1.3049 -4.2252 -7.2726
C -2.0513 -0.4511 1.7593
H -2.6030 -1.0139 -4.6865
S -1.4600 -4.4237 -4.8578
H 0.7519 -1.2931 -0.6533
C -1.3974 1.0111 3.5927
H 0.6740 -0.5829 3.6423
H -0.2515 -2.7792 3.0801
C 0.6040 3.1076 -0.7139
C -0.8852 2.2172 2.7960
H 0.5787 -0.0636 1.9399
C -2.1294 -2.9165 -2.5781
C 2.3924 1.9554 0.3993
C 0.1047 -0.6866 2.7150
H -2.9877 -2.2945 -2.3085
H -2.6177 -2.0338 0.4250
C -0.5336 -3.6533 0.5021
C -0.9238 -0.9949 -1.6934
H -2.1348 -1.7395 -7.1514

The computed Mulliken charges, all in e, follow: 0.274, 0.440, 0.378, 0.564, 0.547, -0.632, 0.432, 0.484, 0.289, 0.587, 0.343, 0.355, 0.406, 0.405, -1.306, 0.134, 0.815, 0.237, -0.047, -0.667, -0.520, 0.469, 0.488, 0.192, -0.341, -1.117, -0.485, 0.295, 0.594, 0.315, 0.369, 0.446, -0.438, 0.488, -0.352, 0.388, 0.421, -0.537, 0.313, -0.916, -0.051, -1.414, -0.916, 0.309, 0.468, -0.260, 1.423, 0.447, -0.190, 0.457, -0.123, -0.195, -0.832, 0.641, 0.340, -1.184, -0.846, -0.382, -1.584, -0.699, 0.173, 0.682, 0.463, -1.290, 0.051, 0.402



Density functional theory data (ωB97M-V with the def2-TZVPD basis set) for a molecular structure, C24H34N4O8PRuS2Te.

As for the HOMO energy (alpha / beta): -7.53 / -8.13 eV. The expectation value of S² is 8.76. As for the LUMO energy (alpha / beta): -0.026 / -1.835 eV. The orbital gap (alpha / beta) comes out at 7.509 / 6.300 eV. Its spin multiplicity is 6. The relative energy (zero: lowest compared OMol25 entry of this formula, charge and spin) is 112.0 kJ/mol.

Atoms and positions in Å:
C -5.9264 1.2902 -0.6252
H 3.6089 -3.5162 -0.4009
P -2.7415 0.5317 -1.7483
H 0.2772 5.1240 -1.4137
H 6.5873 -2.7356 0.5511
C 3.3103 -0.1950 3.0535
H -5.9266 1.0854 -2.7804
S -5.0241 -1.1127 2.0199
C 2.6355 0.2417 0.8176
H 7.7605 -1.7984 -1.4341
H -6.4079 0.3292 -0.4463
H -1.7793 -3.4862 5.8599
C -3.8323 -3.1118 5.3763
H -5.2192 1.4811 0.1793
C 2.2045 0.5143 3.4843
H -3.2258 0.6279 -4.7392
N 1.5572 0.9184 1.2259
H -4.2004 -3.6109 6.2629
H -5.8012 -2.6032 4.6445
C 3.5330 -2.4266 -0.4669
H 2.8034 0.2174 -0.2503
O -5.6346 0.1035 2.4720
C -2.2042 0.6607 -4.3557
C -4.7335 -2.5524 4.4783
C -4.2119 -1.9336 3.3640
O -5.8103 -2.0350 1.2581
C 3.5229 -0.3595 1.6941
C 3.3518 -2.0191 -1.9243
O -2.2093 1.2830 -3.0598
H 2.0044 0.6571 4.5370
H -1.6356 2.4977 -5.3186
O 1.2158 1.4131 -1.9804
C -2.5883 -1.1284 1.8348
H 2.2464 4.2259 -2.4857
N -3.6294 -0.7424 1.1884
O -2.4293 1.4585 -0.6110
H 0.3242 3.8128 0.6310
H 6.2658 -1.0027 -1.9568
C -1.2874 1.4674 -5.2436
H -0.2780 1.4661 -4.8312
H 2.4572 4.0736 -0.7620
C -2.4610 -3.0398 5.1480
Ru -0.1500 1.0884 -0.4342
C -2.8543 -1.8499 3.1248
H 2.4375 -2.4677 -2.3166
C 4.7758 -1.0556 1.2357
H 2.6631 -2.1489 0.1234
H 0.4455 1.5709 2.8328
H -0.8913 -2.3538 3.8300
S -0.9354 -0.9048 1.3729
O 3.3861 1.8941 -1.7866
H 4.1877 -2.3736 -2.5301
C 1.3427 1.0404 2.5388
C 2.2155 2.2288 -1.7939
H -6.6932 2.0669 -0.6140
H 5.8004 -3.2591 -0.9407
N -0.1509 3.4393 -0.1841
C 6.8223 -1.3606 -1.0900
C 1.8666 3.7041 -1.6044
H -1.8370 -0.3651 -4.2620
H -1.1375 3.6639 -0.0980
O 5.8065 -0.8576 1.8650
O -4.2529 0.2175 -2.0213
H 7.0543 -0.5100 -0.4511
C -5.2369 1.2944 -1.9647
N 4.7342 -1.8672 0.1511
H -1.2613 1.0330 -6.2433
H 3.2833 -0.9375 -2.0467
H -0.1846 3.6414 -2.2562
Te -1.4488 -1.5068 -1.5533
C 0.3962 4.0368 -1.4227
H -4.7378 2.2450 -2.1629
H 4.0222 -0.6158 3.7517
C -1.9555 -2.4079 4.0177
C 6.0182 -2.3937 -0.3139

The computed Mulliken charges, all in e, follow: -1.063, 0.391, 0.743, 0.409, 0.423, -0.500, 0.404, 1.031, -0.142, 0.386, 0.246, 0.398, -0.515, 0.204, -0.868, 0.261, 0.438, 0.387, 0.435, -0.775, 0.524, -0.635, -0.143, -0.617, 0.132, -0.635, 0.336, -0.871, -0.215, 0.459, 0.316, -0.840, 0.754, 0.373, -0.060, -0.774, 0.229, 0.274, -1.152, 0.158, 0.276, -0.636, 1.310, -0.089, 0.363, 0.144, 0.393, 0.409, 0.433, -0.264, -0.658, 0.404, -0.532, 0.690, 0.444, 0.428, -0.501, -1.098, -0.755, 0.247, 0.244, -0.662, -0.301, 0.311, -0.309, 0.218, 0.406, 0.114, 0.185, -0.091, -0.403, 0.294, 0.523, -0.604, -0.840



Density functional theory data (ωB97M-V with the def2-TZVPD basis set) for a molecular structure, C24H34NTc.

As for the HOMO energy (alpha / beta): -9.50 / -10.89 eV. The expectation value of S² is 3.82. As for the LUMO energy (alpha / beta): -3.095 / -3.892 eV. As for the total charge: +1. The orbital gap (alpha / beta) comes out at 6.400 / 6.994 eV. Its spin multiplicity is 4.

Atoms and positions in Å:
C 0.8069 0.2322 -2.8037
C -5.5600 -1.3680 0.2001
H -4.2926 -2.6764 1.3940
H -1.5434 2.5267 -1.7662
H 3.6954 -1.1459 -2.3507
H 2.7805 -0.5768 0.5576
H 2.7814 0.7548 2.2673
H 2.9351 -3.5391 -1.6063
C 0.0748 -1.5037 1.6898
H -1.6580 1.6567 3.8894
C 2.2519 2.0707 -0.2211
C 0.7394 0.8579 -3.8754
H -5.6776 -0.3008 -0.0201
H -0.2476 1.4051 -4.4092
H 3.0322 1.4077 0.1518
H 0.9349 -1.5076 2.3076
H -5.3256 -1.8895 -0.7340
H -0.7333 3.9883 -1.1886
C 1.6789 -2.3981 -0.1290
C -0.6648 1.2225 2.0344
C 1.6530 -0.8627 -2.3475
N -2.1381 -0.6874 0.3948
H -3.4054 1.4983 1.3275
H 2.0896 -4.6543 -0.3498
H -2.9292 3.2088 1.4372
C -0.3325 2.2207 -0.0403
C -2.7658 2.2695 0.8835
C 2.9087 -1.7236 0.5009
H 1.1733 -3.8080 -1.7597
C 1.8231 0.9349 2.7558
C -3.2101 -1.0171 0.8772
H 2.5747 3.1030 -0.0455
H -0.7727 -1.9158 2.1675
H -6.5227 -1.7421 0.5600
H 2.3734 1.8511 -5.2150
H -0.6465 0.1984 3.9109
C 2.0640 1.1426 -4.3813
C 0.3815 -2.2760 0.4894
H -0.4311 -2.8016 -0.0791
C 2.9085 -0.6615 -2.7541
H 1.2381 -1.8217 -1.7072
H 1.9537 1.7830 3.4429
H -3.0826 2.4350 -0.1539
C -1.3269 1.8711 0.9260
H 3.8248 -1.8203 -0.1710
C 3.1885 0.3631 -3.6910
C 1.9855 -3.6724 -0.9858
H -4.7433 -1.1575 2.2079
C -0.6148 2.9075 -1.3296
H 4.2649 0.5618 -4.0541
C -4.4572 -1.5980 1.2406
Tc -0.3208 0.0355 0.3536
H 2.1539 1.9268 -1.2952
H -2.2119 0.1847 3.0733
C 0.9494 1.8121 0.4554
H 1.5649 0.0664 3.3636
H 0.1912 2.7407 -2.0433
C -1.3283 0.7919 3.2976
H 3.2082 -2.1343 1.5966
C 0.7585 1.2305 1.7534

The computed Mulliken charges, all in e, follow: -0.487, -1.170, 0.346, 0.439, 0.497, -0.065, 0.349, 0.306, -0.872, 0.361, -1.299, -0.450, 0.348, 0.293, 0.466, 0.719, 0.324, 0.329, 0.241, 0.116, 0.336, -0.286, 0.302, 0.291, 0.300, 0.804, -1.348, -0.981, 0.409, -1.584, 0.521, 0.327, 0.458, 0.372, 0.354, 0.324, -0.148, -0.152, 0.211, -0.028, 0.181, 0.338, 0.359, 0.377, 0.329, -0.810, -1.060, 0.283, -1.870, 0.315, -0.560, -0.106, 0.128, 0.133, 0.680, 0.376, 0.334, -1.559, 0.297, 1.562